# 1
{
  "formula": "C20H24BCaCl2F14KLiN2O13",
  "method": "the ωB97M-V functional and the def2-TZVPD basis",
  "symbols": ["F", "Cl", "F", "C", "C", "H", "O", "H", "H", "H", "O", "H", "H", "Ca", "C", "H", "F", "H", "F", "O", "H", "H", "F", "O", "C", "C", "H", "F", "C", "O", "B", "C", "F", "F", "C", "H", "H", "C", "Li", "C", "C", "F", "O", "C", "C", "F", "N", "H", "H", "H", "O", "H", "H", "C", "H", "C", "O", "F", "C", "H", "O", "H", "C", "F", "H", "C", "H", "K", "F", "Cl", "O", "C", "N", "H", "O", "O", "O", "F", "C"],
  "coordinates": [[-3.916, -7.978, -2.596], [-4.659, -1.859, 1.861], [-4.137, -5.812, -2.432], [1.682, 1.580, 1.251], [4.662, -2.103, 5.704], [2.894, 2.309, -1.816], [2.374, 0.704, 1.730], [-3.645, -5.978, -6.480], [-0.463, 4.553, -1.047], [0.890, 4.987, 1.524], [-1.163, 3.427, 1.243], [2.409, -0.557, 4.600], [-5.407, -6.961, -3.448], [3.711, -3.321, 3.672], [3.154, 2.186, -0.762], [3.513, 0.336, 5.664], [-3.185, -2.256, -5.364], [0.465, 6.643, 1.092], [0.239, 8.840, 0.980], [-6.904, -3.195, -0.387], [-4.381, -2.284, -0.417], [4.245, 3.631, 0.544], [-2.209, -6.774, -4.257], [-7.559, -1.167, -0.661], [-4.121, -6.102, 1.366], [-3.531, -6.740, -4.537], [3.964, -2.972, 5.757], [1.028, 6.647, -1.337], [4.457, -1.203, 4.504], [-5.224, -6.263, 0.777], [0.957, 9.705, 0.138], [1.406, 5.588, -0.531], [2.329, 9.323, 0.145], [0.468, 9.623, -1.181], [-4.338, -6.866, -3.238], [4.546, 5.042, -1.250], [2.156, 6.187, 1.391], [3.414, -0.134, 4.687], [-1.650, 1.333, 1.648], [-3.822, -5.565, -5.489], [-3.710, -2.096, 0.416], [-1.273, 5.404, 2.011], [-3.672, -7.219, 1.723], [0.610, 4.353, -1.016], [1.930, 2.397, 0.068], [-3.825, -7.869, -5.249], [4.572, 4.072, -1.528], [4.233, -1.778, 3.581], [4.597, -1.558, 6.642], [-1.090, -2.981, -4.114], [6.005, -2.555, 5.500], [5.434, 3.891, -2.019], [5.265, 2.526, -0.343], [1.206, 5.857, 0.954], [0.925, 4.122, -2.041], [-2.029, -3.184, -3.595], [7.825, -1.553, 4.606], [-1.871, -4.271, -2.822], [-3.175, -3.372, -4.600], [3.526, 0.635, 3.926], [-3.591, -5.012, 1.557], [2.474, 5.416, -0.708], [6.660, -1.586, 4.783], [0.849, 11.033, 0.598], [3.453, 1.160, -0.546], [4.352, 3.141, -0.422], [-3.031, -2.927, 0.561], [5.301, 0.586, -0.883], [-4.358, -3.446, -3.978], [-2.730, -0.642, 0.024], [0.472, 1.945, 1.815], [0.893, 3.261, -0.067], [-7.723, -2.278, -0.140], [-4.872, -5.274, -5.456], [5.766, -0.669, 4.318], [-8.671, -2.497, 0.623], [-2.966, -4.431, -5.442], [-2.343, -2.137, -2.799], [-0.067, 2.983, 1.014]],
  "mulliken_charge": [-0.27, -0.16, -0.17, 0.21, -0.54, 0.25, -0.63, 0.39, 0.34, 0.36, -0.62, 0.35, 0.27, -0.02, -1.62, 0.39, -0.31, 0.31, -0.36, -0.54, 0.21, 0.33, -0.27, -0.59, 0.91, 0.91, 0.26, -0.34, 1.02, -0.30, 0.60, 1.29, -0.44, -0.41, 0.06, 0.22, 0.34, -1.35, 0.86, -0.73, -0.05, -0.71, -0.39, -1.27, 0.88, -0.34, -0.52, -0.22, 0.36, 0.18, -0.29, 0.19, 0.64, -1.13, 0.39, 0.20, -0.49, -0.20, 0.79, 0.25, -0.46, -0.58, 0.67, -0.39, 0.88, -0.54, 0.28, 0.97, -0.25, -0.24, -0.38, 0.33, 0.98, 0.35, -0.35, -0.59, -0.40, -0.22, 0.51],
  "molar_mass_g_mol": 934.22,
  "charge": -1,
  "homo_lumo_gap_ev": 2.033,
  "e_tot_ev": -149453.731
}

# 2
{
  "formula": "C20H24BrF12N2O7S",
  "method": "the ωB97M-V functional and the def2-TZVPD basis",
  "symbols": ["H", "C", "C", "C", "H", "F", "O", "H", "N", "H", "O", "F", "C", "C", "C", "C", "H", "C", "H", "C", "F", "H", "H", "H", "O", "F", "F", "S", "H", "H", "H", "C", "H", "C", "H", "C", "H", "C", "O", "N", "C", "C", "O", "C", "H", "O", "O", "Br", "H", "H", "H", "F", "C", "H", "F", "F", "H", "H", "F", "H", "F", "C", "F", "H", "F", "C", "C"],
  "coordinates": [[5.908, -0.330, -0.889], [-2.741, 4.094, 0.392], [-1.932, 3.905, -1.002], [1.845, -1.336, -1.020], [4.302, -0.086, -1.892], [-0.032, 1.787, 5.358], [-1.764, -1.932, -2.409], [-0.458, -2.144, -7.511], [2.633, -1.151, 0.200], [-2.449, -0.492, 2.605], [2.213, -1.357, -7.246], [-2.295, -0.640, 7.102], [-1.557, -0.235, 5.926], [1.663, -2.658, -7.401], [1.535, -0.765, -6.224], [0.300, -2.502, -6.809], [-0.438, -0.296, -3.000], [-2.235, -1.020, 4.738], [-2.270, 3.390, 1.184], [4.773, -0.188, -0.859], [-0.116, -3.655, -6.233], [4.826, 1.062, 1.018], [-3.296, 1.956, -1.334], [0.427, -0.392, 3.888], [-2.856, -3.547, -1.833], [-2.206, -2.419, 5.137], [-3.147, 1.587, 6.605], [-1.588, 1.618, 5.933], [-2.055, 0.827, -2.074], [3.381, 1.498, -0.058], [-3.264, 0.833, 0.686], [-0.402, -0.787, 0.279], [-1.516, 1.317, 1.021], [1.998, -0.771, 1.468], [-2.700, 5.158, 0.805], [-1.644, -0.982, 3.280], [-1.550, -2.060, 2.867], [4.493, 1.213, -0.068], [0.498, -1.538, -5.793], [-1.709, -3.219, -1.975], [-2.232, 1.527, -1.181], [4.103, -1.375, 0.034], [-1.808, -0.618, 0.205], [-0.275, -0.217, 3.011], [4.693, -1.357, 1.016], [1.811, 0.305, -5.764], [-1.268, 2.623, -1.125], [3.093, -0.455, 3.114], [-0.450, 0.927, 2.961], [1.630, -2.948, -8.452], [-1.095, 4.701, -0.988], [2.453, -1.676, -2.268], [-2.194, 0.792, 0.247], [-3.829, 3.717, 0.277], [-0.217, -0.650, 6.259], [4.403, -2.686, -0.527], [5.121, 2.079, -0.500], [2.280, -3.380, -6.857], [-2.304, 1.775, 4.444], [0.184, -2.013, -3.169], [-1.651, 3.292, 6.063], [0.440, -0.589, 1.606], [-1.008, 1.597, 7.528], [-2.651, 4.106, -1.868], [-3.652, -0.747, 4.644], [-0.453, -1.326, -2.486], [0.300, -1.151, -1.088]],
  "mulliken_charge": [0.37, -0.61, -0.34, -0.08, 0.24, -0.29, -0.05, 0.26, 0.35, 0.09, -0.32, -0.26, 0.61, -0.46, 0.62, 0.34, 0.41, 0.68, 0.00, -0.42, -0.29, 0.22, 0.39, 0.74, -0.34, -0.32, -0.30, 1.17, 0.20, 0.19, 0.40, 0.33, 0.01, -0.31, 0.36, -0.58, 0.46, -0.77, -0.20, 0.18, -0.53, -0.23, -0.41, -0.47, 0.34, -0.52, -0.39, -0.02, 0.17, 0.29, 0.31, -0.26, -0.16, 0.23, -0.25, -0.33, 0.35, 0.29, -0.30, 0.47, -0.29, 0.31, -0.31, 0.29, -0.29, -0.99, 0.98],
  "molar_mass_g_mol": 744.37,
  "charge": 1,
  "homo_lumo_gap_ev": 7.695,
  "e_tot_ev": -151909.109
}

# 3
{
  "formula": "C20H24ClN3O2",
  "method": "the ωB97M-V functional and the def2-TZVPD basis",
  "symbols": ["C", "H", "C", "H", "H", "C", "H", "H", "C", "C", "H", "C", "C", "H", "H", "H", "H", "N", "H", "C", "C", "H", "C", "H", "H", "O", "N", "H", "C", "O", "C", "C", "C", "H", "C", "H", "H", "C", "C", "Cl", "C", "N", "H", "H", "H", "H", "H", "H", "C", "C"],
  "coordinates": [[-2.307, -1.281, -3.020], [3.620, 1.299, -0.488], [2.453, 1.815, 1.435], [-2.960, -3.397, -7.819], [-0.897, 0.977, -0.911], [2.723, 2.024, 4.424], [1.884, 3.162, 8.217], [-0.073, 0.025, 2.620], [0.310, -1.331, -2.808], [-3.390, -3.017, -4.494], [3.529, 0.254, 0.792], [-3.164, -2.637, -5.886], [-3.251, -3.871, -6.709], [-0.081, -0.989, 0.369], [-2.202, -2.228, -5.928], [3.172, 2.354, 2.012], [-3.908, -1.851, -6.067], [1.681, 1.152, 2.303], [-3.115, 0.170, -1.881], [0.313, 2.640, 5.599], [-2.210, -0.304, -2.105], [-0.008, 1.253, 1.438], [0.252, -0.200, -2.023], [-2.865, -3.793, -3.879], [-4.434, -4.245, -6.698], [-3.385, -1.879, -3.465], [1.320, 3.457, 7.441], [0.281, 3.438, 8.078], [1.560, 1.635, 3.770], [2.358, 0.806, -2.306], [2.586, 2.222, 5.941], [2.857, 0.868, 0.468], [0.433, 0.494, 1.933], [-4.356, -3.210, -4.207], [1.325, 0.404, -1.491], [3.199, 2.413, 6.538], [-0.624, 2.295, 3.575], [-1.060, 0.148, -1.512], [-0.944, -1.997, -3.330], [4.109, 1.137, 4.013], [0.282, 2.312, 4.219], [1.734, 0.318, -0.210], [1.874, 2.390, 1.073], [-0.604, -2.875, -3.962], [-2.435, -4.568, -6.316], [-0.703, 3.135, 5.755], [1.443, -1.406, 1.328], [1.349, -1.751, -3.042], [0.941, -0.550, 0.919], [1.388, 2.784, 6.295]],
  "mulliken_charge": [0.52, 0.32, -0.67, 0.26, 0.64, 0.51, 0.26, 0.85, -0.55, -0.95, 0.52, -0.28, -0.95, 0.32, 0.41, 0.74, 0.33, 0.13, 0.46, -0.73, -0.88, 0.56, 0.48, 0.41, 0.27, -0.51, -0.69, 0.29, -0.13, -0.74, -1.51, -1.35, -1.23, 0.45, 0.41, 0.67, 0.37, -0.70, -0.11, -0.19, -0.43, 0.18, 0.53, 0.25, 0.33, 0.17, 0.33, 0.33, -0.87, 1.19],
  "molar_mass_g_mol": 373.88,
  "charge": 0,
  "de_lowest_kj_mol": 1460.7,
  "homo_lumo_gap_ev": 7.933,
  "e_tot_ev": -42203.129
}